(1)
Here is the molecule C20H29NO5 from OMol25. Energies are from wB97M-V/def2-TZVPD.

The geometry in ORCA input format:
```
! wB97M-V def2-TZVPD RIJCOSX def2/J DEFGRID3
* xyz 0 1
C -2.371 -4.082 -0.159
H -2.702 -5.004 0.316
O -3.441 -3.175 -0.011
C -3.261 -1.894 -0.421
C -2.200 -1.442 -1.200
C -2.113 -0.105 -1.539
C -3.066 0.811 -1.111
C -4.147 0.355 -0.364
C -4.238 -0.979 -0.025
H -5.067 -1.337 0.563
H -4.920 1.028 -0.029
O -2.881 2.120 -1.508
C -3.260 3.147 -0.628
C -2.281 3.289 0.556
C -2.371 2.077 1.455
O -3.278 1.840 2.205
O -1.297 1.287 1.303
C -1.307 0.039 1.988
H -2.318 -0.382 1.981
H -1.012 0.187 3.033
C -0.338 -0.952 1.343
O -0.364 -2.131 1.631
N 0.529 -0.405 0.484
H 0.440 0.575 0.268
C 1.553 -1.180 -0.191
H 1.113 -2.171 -0.368
C 1.857 -0.572 -1.562
C 2.511 0.812 -1.576
H 2.243 1.282 -2.525
H 2.085 1.437 -0.790
C 4.044 0.807 -1.457
H 4.449 1.427 -2.260
H 4.428 -0.202 -1.614
C 4.589 1.351 -0.136
C 4.644 0.344 1.011
H 5.278 -0.497 0.723
C 3.290 -0.183 1.491
C 2.763 -1.410 0.731
H 2.444 -2.154 1.463
H 3.562 -1.860 0.141
H 2.556 0.623 1.467
H 3.403 -0.467 2.540
H 5.135 0.840 1.852
H 4.000 2.218 0.170
H 5.610 1.702 -0.308
H 2.489 -1.271 -2.112
H 0.906 -0.513 -2.097
H -2.559 4.173 1.128
H -1.265 3.388 0.175
H -3.229 4.059 -1.230
H -4.277 3.012 -0.244
H -1.297 0.255 -2.147
H -1.434 -2.121 -1.540
H -2.153 -4.280 -1.214
H -1.475 -3.713 0.348
*
```

The lowest unoccupied orbital energy is 0.6 eV. As for the max |F|: 0.80 eV/Å. The calculation puts the gap between HOMO and LUMO at 8.60 eV. The calculation puts the HOMO energy at -7.96 eV.

For reference, the natural (NBO) charges in units of e are: -0.264 0.197 -0.494 0.276 -0.250 -0.244 0.247 -0.267 -0.235 0.228 0.226 -0.511 -0.045 -0.533 0.815 -0.590 -0.528 -0.176 0.239 0.213 0.680 -0.646 -0.624 0.415 -0.043 0.219 -0.401 -0.399 0.213 0.185 -0.409 0.209 0.196 -0.388 -0.389 0.192 -0.413 -0.416 0.227 0.202 0.196 0.213 0.205 0.191 0.205 0.210 0.206 0.241 0.228 0.201 0.180 0.217 0.215 0.164 0.211


(2)
Here is a cluster of 6 separate species, C18H48F6N4O10S2 in total in a non-equilibrium geometry from OMol25. Energies are from wB97M-V/def2-TZVPD.

The geometry in ORCA input format:
```
! wB97M-V def2-TZVPD RIJCOSX def2/J DEFGRID3
* xyz 2 1
C 1.076 5.090 -1.191
C 1.923 4.829 -0.016
C 1.158 4.759 1.294
O 1.902 4.459 2.418
C 1.174 4.066 3.545
N 2.708 3.555 -0.320
H 2.909 3.139 0.578
H 2.130 2.919 -0.850
H 3.563 3.653 -0.849
H 0.370 5.911 -1.066
H 0.436 4.264 -1.502
H 1.679 5.364 -2.057
H 2.725 5.555 0.117
H 0.325 4.064 1.187
H 0.660 5.716 1.448
H 0.707 4.918 4.039
H 1.884 3.852 4.344
H 0.607 3.145 3.410
C -0.998 -2.768 4.155
C -2.366 -2.405 3.703
C -3.165 -1.614 4.777
O -2.573 -0.310 4.892
C -3.207 0.472 5.865
N -2.227 -1.601 2.427
H -1.590 -2.045 1.781
H -3.108 -1.524 1.938
H -1.824 -0.677 2.495
H -0.493 -1.871 4.513
H -0.456 -3.058 3.255
H -0.980 -3.514 4.950
H -2.929 -3.301 3.441
H -3.109 -2.126 5.737
H -4.227 -1.537 4.545
H -4.203 0.596 5.440
H -2.644 1.403 5.930
H -3.188 0.044 6.867
C -0.448 -2.909 -2.300
C 0.836 -3.607 -2.291
C 1.611 -3.314 -0.955
O 2.851 -4.076 -1.041
C 3.452 -4.109 0.230
N 0.697 -5.107 -2.491
H 1.499 -5.721 -2.462
H 0.269 -5.416 -1.631
H 0.126 -5.294 -3.303
H -0.401 -1.841 -2.088
H -1.116 -3.400 -1.592
H -1.038 -3.000 -3.212
H 1.431 -3.158 -3.086
H 0.959 -3.632 -0.142
H 1.842 -2.250 -0.895
H 4.228 -4.864 0.100
H 2.779 -4.169 1.085
H 4.156 -3.326 0.510
C -2.535 2.293 -1.484
C -2.172 0.930 -2.019
C -3.143 0.397 -3.139
O -2.637 -0.871 -3.466
C -3.374 -1.494 -4.561
N -0.739 0.950 -2.405
H -0.504 1.711 -3.026
H -0.182 1.126 -1.581
H -0.503 0.014 -2.704
H -2.181 2.515 -0.477
H -3.618 2.388 -1.409
H -2.105 3.041 -2.150
H -2.191 0.212 -1.199
H -3.158 1.122 -3.953
H -4.168 0.282 -2.788
H -3.152 -1.116 -5.559
H -4.449 -1.331 -4.499
H -3.155 -2.559 -4.644
C 4.198 -0.093 -2.749
F 3.977 -0.666 -1.516
F 4.972 1.025 -2.600
F 4.718 -1.039 -3.559
S 2.481 0.539 -3.454
O 1.550 -0.590 -3.350
O 2.020 1.660 -2.642
O 2.832 0.870 -4.829
C 1.985 0.369 1.720
F 2.819 0.172 0.740
F 1.922 -0.755 2.505
F 2.418 1.440 2.294
S 0.161 0.739 0.853
O -0.749 0.974 1.957
O 0.461 1.888 -0.005
O -0.185 -0.371 0.025
*
```

The lowest unoccupied orbital energy is -5.1 eV. As for the max |F|: 3.60 eV/Å. The calculation puts the gap between HOMO and LUMO at 8.64 eV. The calculation puts the HOMO energy at -13.71 eV.

For reference, the Mulliken charges in units of e are: -1.278 0.372 -0.664 -0.390 -0.655 0.051 0.281 -0.325 0.475 0.431 0.060 0.417 0.514 0.136 0.571 0.368 0.257 0.189 -1.383 0.375 -0.882 -0.199 -0.796 0.075 0.037 0.417 0.217 0.332 0.355 0.428 0.321 0.441 0.509 0.355 0.221 0.295 -0.888 0.097 -0.290 -0.433 -0.758 -0.088 0.350 0.392 0.357 -0.358 0.541 0.307 0.314 0.553 0.000 0.338 0.332 0.249 -1.365 0.983 -0.987 -0.218 -0.833 0.831 0.517 -0.642 -0.028 0.232 0.476 0.342 -0.059 0.460 0.494 0.341 0.347 0.247 0.562 -0.162 -0.221 -0.207 0.899 -0.678 -0.760 -0.639 0.251 -0.196 -0.201 -0.144 1.346 -1.047 -0.614 -0.269